# C41H52AsBrN5O2P2Ru

C41H52AsBrN5O2P2Ru as an isolated structure in a non-equilibrium geometry (wB97M-V/def2-TZVPD, the Open Molecules 2025 dataset).

Last column: natural (NBO) charge in e.
Element x y z (Å)
Ru 0.60749 -0.30953 0.52398  1.07
O 2.69643 -1.72957 1.07659  -0.46
C 2.32526 -1.67785 -0.06616  0.43
C 2.46492 -2.10366 -1.37094  -0.17
C 3.71201 -2.56782 -1.88442  -0.20
C 3.83114 -2.80688 -3.22843  -0.18
C 2.74925 -2.62936 -4.10430  -0.20
C 1.51458 -2.22799 -3.61344  -0.17
C 1.35709 -1.97125 -2.26268  -0.38
P -0.16006 -1.60272 -1.37763  1.00
C -1.34988 -1.19843 -2.67797  -0.40
C -2.41142 -2.03391 -3.01087  -0.13
C -3.22276 -1.71047 -4.08926  -0.22
C -2.98096 -0.56104 -4.82754  -0.16
C -1.92487 0.27751 -4.49203  -0.21
C -1.11122 -0.03811 -3.41815  -0.20
C -0.72451 -3.17847 -0.66625  -0.40
C -0.12097 -4.39710 -0.96519  -0.19
C -0.61779 -5.56504 -0.40573  -0.19
C -1.72341 -5.52606 0.43319  -0.18
C -2.33049 -4.31202 0.73025  -0.22
C -1.82575 -3.13798 0.19490  -0.17
H 4.54572 -2.70714 -1.20828  0.23
H 4.77851 -3.15108 -3.62273  0.24
H 2.87080 -2.83122 -5.15912  0.24
H 0.67119 -2.12367 -4.28448  0.24
H -2.59801 -2.93424 -2.44033  0.22
H -4.03889 -2.36711 -4.36016  0.24
H -3.61279 -0.32007 -5.67211  0.24
H -1.73608 1.17006 -5.07408  0.23
H -0.27896 0.60420 -3.14702  0.22
H 0.72646 -4.43598 -1.63867  0.23
H -0.14537 -6.51135 -0.63321  0.24
H -2.11300 -6.44366 0.85366  0.24
H -3.19518 -4.28037 1.38076  0.23
H -2.26967 -2.18066 0.44977  0.24
Br 2.27636 -2.96035 6.49929  0.16
C 1.54436 -2.18398 4.95251  -0.05
C 0.85760 -2.96389 4.03320  -0.20
C 0.34934 -2.35379 2.90355  0.04
N 0.48965 -1.04565 2.66445  -0.52
C 1.14253 -0.29964 3.56279  0.05
C 1.68150 -0.82136 4.72073  -0.26
H 0.72840 -4.02574 4.18593  0.25
H -0.19503 -2.92952 2.16618  0.23
H 1.22285 0.76046 3.34801  0.21
H 2.19685 -0.18632 5.42696  0.25
C -4.01522 3.13816 1.97169  -0.41
N -2.90750 2.19012 1.94236  -0.82
C -1.87471 2.45472 2.93734  -0.41
P -3.09677 0.59305 1.47951  2.46
O -1.76484 -0.05972 1.32271  -1.18
N -4.09998 0.70656 0.14772  -0.80
C -3.62713 1.56611 -0.93774  -0.40
C -4.67486 -0.54825 -0.34032  -0.42
N -4.00029 -0.27575 2.56858  -0.82
C -5.32423 0.19323 2.95548  -0.42
C -3.33981 -1.13758 3.54044  -0.41
H -4.44336 3.23225 2.97432  0.20
H -4.79634 2.82808 1.28291  0.23
H -3.65279 4.12652 1.67233  0.20
H -2.28442 2.49252 3.95230  0.20
H -1.39970 3.41951 2.73235  0.19
H -1.11616 1.67449 2.88855  0.22
H -3.19685 2.47446 -0.52420  0.20
H -4.47261 1.83601 -1.57299  0.22
H -2.87383 1.06929 -1.55510  0.19
H -5.06095 -1.12989 0.49304  0.23
H -3.94627 -1.15335 -0.89048  0.19
H -5.49669 -0.31734 -1.01933  0.22
H -5.76022 0.78888 2.15637  0.22
H -5.29352 0.78974 3.87333  0.20
H -5.97556 -0.66409 3.13800  0.21
H -2.33748 -1.37767 3.19097  0.22
H -3.90521 -2.06549 3.65730  0.20
H -3.27023 -0.66045 4.52382  0.19
C -0.71262 4.36175 -0.65122  -0.74
C -0.36948 3.00592 -0.29030  0.45
N -0.11038 1.93015 0.00575  -0.45
H -0.54359 5.02942 0.19360  0.28
H -1.76113 4.41484 -0.94500  0.28
H -0.09697 4.69209 -1.48858  0.28
C 2.95108 2.85074 1.61778  -0.94
As 2.80772 1.30321 0.43127  0.95
C 4.59706 0.58275 0.66500  -0.94
C 2.93913 2.08883 -1.39499  -0.69
C 4.27221 2.71590 -1.65430  -0.09
C 4.52837 4.03388 -1.27821  -0.17
C 5.77426 4.60160 -1.49559  -0.21
C 6.77881 3.86083 -2.10178  -0.20
C 6.52753 2.55621 -2.50164  -0.19
C 5.28413 1.98724 -2.27614  -0.21
H 3.76505 3.48933 1.28062  0.25
H 3.18420 2.49069 2.61951  0.24
H 2.02270 3.41903 1.65164  0.23
H 5.31068 1.40449 0.65529  0.25
H 4.83791 -0.10842 -0.14129  0.24
H 4.65633 0.05274 1.61355  0.25
H 2.12773 2.80750 -1.49461  0.23
H 2.75442 1.26043 -2.08172  0.24
H 3.73512 4.63016 -0.83976  0.19
H 5.95812 5.62574 -1.19856  0.23
H 7.74986 4.30541 -2.27302  0.23
H 7.30008 1.98372 -2.99783  0.23
H 5.08600 0.96946 -2.59623  0.21

Summary:
- Orbital gap (alpha / beta): 5.99 / 6.40 eV
- Total charge: +2
- 2S+1: 6
- E_HOMO (alpha / beta): -0.414 / -0.483 Ha


# C20H38O11S4

A 5-piece molecular cluster, C20H38O11S4 overall in a non-equilibrium geometry (wB97M-V/def2-TZVPD, the Open Molecules 2025 dataset).

Last column: Mulliken charge in e.
Element x y z (Å)
C 19.16000 1.48000 23.79000  -0.82
C 19.82700 0.49200 24.73100  0.73
C 19.35000 -0.98600 24.66200  0.18
O 20.50900 -1.72500 24.63400  -0.40
C 21.63300 -0.94200 24.31100  0.57
O 22.71100 -1.28400 24.17600  -0.46
O 21.18200 0.31500 24.32500  -0.49
H 18.09200 1.72000 24.13300  0.34
H 19.06400 1.36800 22.70700  0.49
H 19.74400 2.39300 24.14800  -0.15
H 19.75500 0.85000 25.72800  -0.11
H 18.81900 -1.13100 23.64200  0.04
H 18.60000 -1.29000 25.47200  0.10
O 13.69300 -1.71700 25.90500  -0.69
S 14.85700 -2.04100 25.00500  1.10
O 16.24100 -1.89300 25.44400  -0.50
C 14.72600 -3.76300 24.54900  -0.69
C 13.99300 -3.62500 23.22200  -0.69
C 14.55300 -2.45700 22.40800  -0.48
C 14.72300 -1.36500 23.35800  -0.70
H 14.07800 -4.32800 25.19900  0.32
H 15.61100 -4.43400 24.52400  0.39
H 14.16100 -4.52500 22.63800  0.36
H 12.87700 -3.52100 23.45700  0.30
H 13.75600 -2.43000 21.52200  0.26
H 15.55400 -2.64900 21.99400  0.26
H 13.94300 -0.76300 23.31300  0.55
H 15.63100 -0.88400 23.07800  0.24
O 18.63300 4.54200 28.54300  -0.78
S 19.14100 4.36400 27.16400  1.19
O 18.33400 3.67300 26.16700  -0.58
C 19.60500 5.87500 26.51000  -0.77
C 20.90800 5.58100 25.81300  -0.89
C 21.72300 4.76500 26.87200  -0.53
C 20.74400 3.66300 27.20700  -0.38
H 19.56700 6.48800 27.34400  0.46
H 18.92400 6.28200 25.75300  0.28
H 20.61300 4.85400 25.20700  0.35
H 21.51700 6.34800 25.58000  0.48
H 21.81200 5.51000 27.63100  0.41
H 22.58500 4.41900 26.26400  0.35
H 20.88700 2.98700 28.08800  0.37
H 20.69800 3.00300 26.35900  0.01
O 15.96400 5.98600 21.86600  -0.66
S 17.20200 6.42100 21.15600  1.13
O 17.37800 7.68900 20.52800  -0.67
C 18.43400 6.01800 22.41500  -0.52
C 18.79100 4.57700 22.12900  0.34
C 17.90000 3.94000 21.17400  -0.94
C 17.52600 5.11100 20.08700  -0.70
H 18.01600 6.29100 23.48000  0.17
H 19.31300 6.78400 22.24800  0.28
H 19.77600 4.39000 21.92000  0.53
H 18.55300 4.23800 23.29700  -0.46
H 16.92800 3.61000 21.56600  0.35
H 18.34100 3.00000 20.78800  0.44
H 16.59600 4.99600 19.56100  0.45
H 18.46200 5.34700 19.36100  0.27
O 19.43100 -1.06200 28.86600  -0.61
S 18.28600 -0.72300 29.51900  1.17
O 17.51600 -1.68500 30.27200  -0.69
C 18.57000 0.72000 30.55600  -0.72
C 17.43200 1.69800 30.44300  -0.37
C 16.47400 1.09200 29.48700  -0.92
C 17.15300 0.16600 28.40300  -0.35
H 19.37600 1.29100 30.26600  0.31
H 18.65000 0.35300 31.56200  0.50
H 17.18300 1.95200 31.37700  0.46
H 17.80700 2.58400 29.86400  -0.03
H 15.55100 1.81500 28.97600  0.24
H 15.81700 0.40100 29.95000  0.51
H 17.57800 0.71900 27.57600  0.16
H 16.45100 -0.51100 28.09000  0.33

Summary:
- Orbital gap: 10.19 eV
- Total charge: 0
- Structure (SMILES): C[C@H]1COC(=O)O1.O=S1(=O)CCCC1.O=S1(=O)CCCC1.O=S1(=O)CCCC1.O=S1(=O)CCCC1
- E_HOMO: -0.368 Ha


# C44H47CeN12O4S3Sb

C44H47CeN12O4S3Sb as an isolated structure in a non-equilibrium geometry (wB97M-V/def2-TZVPD, the Open Molecules 2025 dataset).

Last column: Mulliken charge in e.
Element x y z (Å)
Ce 0.14957 -0.42150 -0.45961  0.19
C -1.52803 -3.61471 -3.83654  -1.98
C -1.07303 -2.43439 -3.05821  0.90
N -1.00158 -2.44102 -1.77897  1.41
N -1.24095 -3.62940 -1.17420  -1.38
C -1.55426 -3.58212 0.10735  0.15
N -1.80239 -4.75401 0.68334  -0.33
S -1.40602 -2.09781 1.06983  -0.33
C -0.75960 -1.12601 -3.69113  0.37
C -1.27086 -0.79209 -4.96639  -0.81
C -1.16837 0.48038 -5.46025  -0.65
C -0.59523 1.43648 -4.58214  -0.68
C -0.04364 1.03588 -3.34910  0.17
N -0.16113 -0.21448 -2.90483  0.75
H -1.37304 -4.52565 -3.28524  0.39
H -1.01613 -3.64131 -4.75557  0.52
H -2.61006 -3.45023 -3.87976  0.37
H -1.69047 -5.59354 0.13632  0.26
H -1.70523 -4.80046 1.66721  0.22
H -1.79123 -1.51149 -5.57274  0.53
H -1.64892 0.74149 -6.48365  0.35
H -0.56929 2.46512 -4.92627  0.48
H 0.29893 1.79922 -2.63881  0.01
S 6.36870 4.03138 1.91368  0.20
N 6.26529 2.81432 0.78620  -0.70
C 4.98220 2.68858 0.47463  0.65
C 4.42930 1.72674 -0.47586  0.58
C 5.26442 0.90086 -1.20706  -0.88
C 4.66581 -0.01413 -2.04626  -1.11
C 3.28170 -0.10025 -2.12135  -0.07
N 2.51595 0.66606 -1.39709  0.55
C 3.05014 1.64249 -0.64114  -0.46
C 2.12705 2.51506 0.18456  -0.24
N 0.85793 2.11502 0.16683  0.70
C 0.00827 2.81224 0.94823  -0.43
C 0.37502 3.88646 1.70187  -1.04
C 1.73338 4.32148 1.69588  -0.98
C 2.65744 3.54331 1.01335  0.68
C 4.13181 3.67110 1.13901  0.59
N 4.78371 4.34962 2.05802  -0.59
H 6.31192 0.88878 -1.02269  0.54
H 5.40304 -0.65780 -2.45054  0.46
H 2.82472 -0.73734 -2.83613  0.40
H -1.01459 2.58375 0.97446  0.42
H -0.28345 4.47101 2.32826  0.60
H 2.10939 5.13935 2.36973  0.44
N 1.62951 -1.90200 -0.54262  -0.14
C 2.49747 -2.87984 -0.54442  1.02
C 3.76244 -2.81278 0.20235  -0.05
C 4.18494 -1.56481 0.71106  1.53
C 5.51960 -1.37519 1.10088  -0.91
C 6.43638 -2.47239 1.07182  -1.06
C 6.05115 -3.72126 0.51735  -0.79
C 4.69907 -3.93878 0.25036  -1.03
C 2.21324 -4.25253 -1.15192  -0.35
C 1.95657 -5.30114 -0.28082  0.12
C 1.61511 -6.52355 -0.87602  -1.05
C 1.67456 -6.62899 -2.23546  -0.66
C 1.84116 -5.54178 -3.04609  -0.98
C 2.17670 -4.31517 -2.51763  -0.04
H 3.47063 -0.72765 0.62862  0.06
H 5.93264 -0.45671 1.41112  0.67
H 7.48500 -2.41508 1.39051  0.40
H 6.79594 -4.45386 0.16347  0.41
H 4.43380 -4.86290 -0.19240  0.44
H 1.87588 -5.14937 0.78613  0.53
H 1.37275 -7.37030 -0.22460  0.46
H 1.62143 -7.63860 -2.63006  0.44
H 1.94633 -5.72941 -4.10837  0.49
H 2.52495 -3.56372 -3.15576  0.63
C -0.05731 0.80013 4.73179  -1.26
Sb 0.87917 -0.07530 2.95152  1.02
C 2.79587 0.82894 3.25806  -0.98
C 1.34419 -2.10914 3.48217  -1.23
H -0.20796 0.07508 5.50801  0.41
H -0.92635 1.36074 4.38608  0.28
H 0.68639 1.46438 5.07964  0.44
H 2.90343 1.70418 2.59620  0.23
H 3.49540 0.14719 2.76852  0.05
H 3.12895 1.14203 4.30479  0.55
H 2.07387 -2.60220 2.90305  0.33
H 0.43884 -2.67954 3.45236  0.40
H 1.63882 -2.21054 4.55409  0.46
C -8.00631 4.66417 3.62273  -1.17
C -6.79618 3.96656 2.89333  -0.38
S -6.10248 5.06299 1.63571  1.26
O -5.29469 5.99135 2.35851  -0.66
O -7.14771 5.39187 0.71046  -0.62
C -4.86404 4.09575 0.72946  -0.26
C -5.34611 2.70900 0.28890  -1.07
N -4.28854 1.96573 -0.42884  0.35
C -3.27436 1.28789 0.23965  -0.14
N -2.40323 0.70863 -0.65386  0.14
C -2.85864 1.13527 -1.87262  -0.36
C -3.97604 1.82362 -1.79241  0.06
N -4.92027 2.22455 -2.83613  1.05
O -4.58523 2.01140 -3.98731  -0.61
O -5.89294 2.87581 -2.54139  -0.63
C -3.22419 0.96851 1.68835  -0.64
H -8.58777 3.99119 4.20377  0.39
H -8.66189 5.27027 2.94079  0.33
H -7.55116 5.34901 4.46113  0.29
H -7.12468 3.06250 2.35303  0.35
H -6.01359 3.71741 3.62879  0.33
H -3.97195 3.93333 1.36507  0.15
H -4.62095 4.84812 -0.09850  0.34
H -6.14996 2.67248 -0.35928  0.44
H -5.55122 2.01213 1.09828  0.35
H -2.46793 0.82937 -2.86669  0.09
H -3.81067 0.11030 1.88311  0.49
H -3.50178 1.82255 2.29120  0.41
H -2.20424 0.66369 1.92370  -0.39

Summary:
- Orbital gap (alpha / beta): 6.38 / 6.37 eV
- Total charge: +2
- E_HOMO (alpha / beta): -0.467 / -0.467 Ha


# C3H6ClFO

A single C3H6ClFO molecule in a non-equilibrium geometry (wB97M-V/def2-TZVPD, the Open Molecules 2025 dataset).

Last column: natural (NBO) charge in e.
Element x y z (Å)
C -0.08454 1.29670 -0.23074  -0.63
C -0.14609 -0.22081 -0.35669  0.03
O 0.84322 -0.60420 -1.29723  -0.69
C 0.12956 -1.00901 0.95294  0.23
F 1.30647 -0.75443 1.72284  -0.34
Cl -1.37117 -0.83289 2.02686  -0.10
H -0.08516 1.62705 -1.27124  0.20
H -0.92178 1.72933 0.33840  0.23
H 0.86625 1.48860 0.19925  0.23
H -1.07818 -0.51008 -0.83378  0.19
H 0.50489 -0.08060 -2.00957  0.46
H 0.03654 -2.12967 0.75895  0.20

Summary:
- Orbital gap: 11.56 eV
- Total charge: 0
- Structure (SMILES): C[C@@H](O)[C@@H](F)Cl
- E_HOMO: -0.400 Ha


# C6H10N2

A single C6H10N2 molecule in a non-equilibrium geometry (wB97M-V/def2-TZVPD, the Open Molecules 2025 dataset).

Last column: natural (NBO) charge in e.
Element x y z (Å)
C 1.53159 1.10081 0.11746  -0.41
C 1.78251 -0.27585 -0.51422  -0.24
N 0.79278 -1.28286 0.04832  -0.39
C 0.02131 -0.38931 0.85599  -0.14
C 0.02089 0.78933 0.09673  -0.08
N -1.38830 1.11429 0.19907  -0.64
C -1.86728 -0.09435 -0.54350  -0.28
C -0.85423 -1.21367 0.01356  -0.07
H 1.84172 1.92316 -0.54031  0.22
H 2.01319 1.28492 1.01373  0.21
H 2.76378 -0.67591 -0.39761  0.21
H 1.73544 -0.31116 -1.66542  0.19
H -0.00090 -0.52424 1.93498  0.21
H -0.04571 0.46745 -0.93282  0.17
H -1.84412 2.04109 -0.16698  0.38
H -2.11069 -0.03466 -1.62762  0.21
H -2.78115 -0.27209 0.18904  0.23
H -1.21153 -2.22024 0.30512  0.23

Summary:
- Orbital gap: 9.73 eV
- Total charge: 0
- Structure (SMILES): C1CN2[C@H]3[C@H]1NC[C@H]32
- E_HOMO: -0.320 Ha


# C29H29N9O4PS3Tl

C29H29N9O4PS3Tl as an isolated structure (wB97M-V/def2-TZVPD, the Open Molecules 2025 dataset).

Last column: Mulliken charge in e.
Element x y z (Å)
Tl 0.78565 0.38418 -2.08797  1.02
S -2.63604 6.36131 2.21769  0.19
N -1.29107 6.35533 1.33140  -0.67
C -1.17334 5.13681 0.82584  0.65
C -0.11038 4.68623 -0.05300  0.92
C 0.92259 5.52282 -0.47917  -0.57
C 1.87555 5.02165 -1.33430  -0.79
C 1.76699 3.69381 -1.74192  -0.34
N 0.79283 2.88902 -1.34668  -0.27
C -0.14018 3.36414 -0.50584  -0.43
C -1.21365 2.44590 -0.07406  -0.71
N -1.17074 1.17556 -0.51286  -0.19
C -2.14759 0.34367 -0.17496  -0.16
C -3.21960 0.71019 0.63505  -0.31
C -3.26534 2.00113 1.10979  -1.05
C -2.24943 2.89252 0.75467  0.85
C -2.21748 4.26896 1.21011  0.74
N -3.11393 4.83867 2.00190  -0.65
H 0.94734 6.54828 -0.13480  0.56
H 2.68272 5.63833 -1.70164  0.48
H 2.48950 3.27425 -2.43318  0.46
H -2.07809 -0.66589 -0.56424  0.45
H -3.98665 -0.01141 0.87904  0.40
H -4.06995 2.34577 1.74646  0.57
C 2.37009 -4.48883 -0.84400  -0.66
C 1.31421 -5.30656 -1.22181  -0.71
C 0.00644 -4.85890 -1.10394  -0.68
C -0.23523 -3.58409 -0.61674  -0.35
C 0.81124 -2.75824 -0.23718  0.78
C 2.11341 -3.21647 -0.35210  -0.88
H 3.38751 -4.84473 -0.92974  0.43
H 1.50362 -6.30024 -1.60392  0.42
H -0.81698 -5.50765 -1.37402  0.57
H 0.61133 -1.76567 0.14486  0.43
H 2.93150 -2.57050 -0.05817  0.44
N -1.87552 -7.28536 5.76642  -0.47
C -1.89859 -6.06376 5.17352  1.08
C -0.77889 -5.21582 5.23769  -0.81
C -0.79723 -3.98476 4.62497  -0.46
C -1.93439 -3.56934 3.93656  -0.18
C -3.05834 -4.39408 3.87096  -0.41
C -3.03911 -5.62782 4.47902  -0.80
S -1.96722 -2.05265 3.10096  1.40
O -3.31791 -1.56200 3.03535  -0.70
O -0.97593 -1.17980 3.73789  -1.02
N -1.35567 -2.29505 1.62762  -0.16
C -2.13063 -2.65105 0.63370  0.04
S -3.87154 -2.60193 0.49727  0.08
C -3.79179 -3.23480 -1.11716  -0.44
C -2.53248 -3.44458 -1.50056  -0.74
N -1.59094 -3.12187 -0.52122  0.57
H -1.11305 -7.54761 6.36368  0.20
H -2.71147 -7.83767 5.82441  0.20
H 0.09714 -5.53354 5.78834  0.30
H 0.06109 -3.33088 4.69381  0.43
H -3.95169 -4.05300 3.36612  0.49
H -3.91567 -6.26190 4.44228  0.30
H -4.68463 -3.39112 -1.69867  0.50
H -2.18228 -3.79447 -2.45795  0.57
N 5.25782 1.97094 1.55074  -0.18
C 4.56452 0.63471 1.50466  -1.00
P 2.75982 1.04307 1.28689  1.31
O 2.78019 2.53633 1.44844  -1.04
O 2.17621 0.38430 0.07739  -0.69
C 1.86775 0.31874 2.70999  -0.78
N 0.41639 0.56893 2.47110  0.36
H 4.43989 2.65250 1.57170  0.33
H 5.82095 2.14635 0.72112  0.35
H 5.85396 2.08689 2.36745  0.35
H 4.75382 0.10144 2.43426  0.41
H 4.94564 0.04136 0.67800  0.36
H 2.15526 0.78619 3.64996  0.51
H 2.01445 -0.75864 2.78091  0.39
H 0.20902 0.46903 1.47071  -0.38
H 0.16126 1.51239 2.75928  0.42
H -0.20093 -0.14349 3.00623  0.37

Summary:
- Orbital gap: 7.02 eV
- Total charge: +2
- E_HOMO: -0.444 Ha